{
  "formula": "C42H64N22OP",
  "method": "wB97M-V/def2-TZVPD",
  "spin_multiplicity": 1,
  "homo_ev": -11.65,
  "total_charge": 1,
  "elements": ["P", "O", "N", "N", "N", "N", "N", "N", "N", "N", "N", "N", "N", "N", "N", "N", "N", "N", "N", "N", "N", "N", "N", "N", "C", "C", "C", "C", "C", "C", "C", "C", "C", "C", "C", "C", "C", "C", "C", "C", "C", "C", "C", "C", "C", "C", "C", "C", "C", "C", "C", "C", "C", "C", "C", "C", "C", "C", "C", "C", "C", "C", "C", "C", "C", "C", "H", "H", "H", "H", "H", "H", "H", "H", "H", "H", "H", "H", "H", "H", "H", "H", "H", "H", "H", "H", "H", "H", "H", "H", "H", "H", "H", "H", "H", "H", "H", "H", "H", "H", "H", "H", "H", "H", "H", "H", "H", "H", "H", "H", "H", "H", "H", "H", "H", "H", "H", "H", "H", "H", "H", "H", "H", "H", "H", "H", "H", "H", "H", "H"],
  "positions_angstrom": [[6.46, 2.61, -4.44], [5.95, 2.79, -5.99], [-4.55, -1.77, 2.85], [-3.50, 6.66, 10.93], [1.78, 3.18, 1.54], [-4.94, 5.75, 0.41], [5.42, -0.50, -5.60], [-4.57, 3.65, 7.34], [9.50, 0.11, -5.67], [7.45, 4.00, -4.28], [-3.24, 1.42, -3.00], [9.78, -0.70, -4.65], [-6.75, -1.31, -5.34], [-1.36, 0.28, 5.23], [-0.01, -1.25, -4.01], [0.55, 1.67, -7.65], [8.47, -1.73, -0.80], [-4.04, 4.46, -5.44], [-1.55, -1.45, -0.52], [0.07, -6.43, -1.77], [-6.81, -6.51, 3.39], [10.14, 2.55, -2.71], [-1.54, -4.74, 5.15], [-4.04, -4.86, 8.22], [-2.63, -1.14, -0.32], [-4.51, -6.47, 10.21], [-5.73, 5.32, 11.00], [-0.17, 1.01, -2.73], [-6.22, -2.81, -3.28], [-4.24, -5.57, 9.09], [12.15, 4.17, -2.96], [0.40, -3.87, -2.12], [-0.06, -0.24, -3.45], [-4.50, 6.60, -4.04], [9.04, -0.50, -3.58], [-6.15, -7.27, 2.84], [-4.49, 6.07, 10.96], [-4.18, 1.27, -5.42], [1.90, 0.08, -9.22], [-4.24, 5.40, -4.82], [1.14, 0.97, -8.35], [1.58, 2.48, 2.42], [-5.31, -8.24, 2.15], [-4.27, 5.10, -0.25], [-3.41, 4.28, -1.10], [9.35, -3.99, 0.11], [-3.65, 1.35, -4.07], [-3.59, 4.08, 7.76], [2.98, 0.19, -5.01], [-2.05, -2.29, 3.35], [-3.45, -2.01, 3.08], [-3.80, 0.94, 5.84], [-6.52, -1.97, -4.43], [-2.54, -5.31, 5.19], [-2.43, 0.57, 5.50], [-4.01, -0.75, -0.06], [1.33, 1.59, 3.55], [-2.36, 4.62, 8.32], [8.86, -2.72, -0.40], [8.58, 1.06, -5.69], [0.21, -5.30, -1.92], [-3.80, -6.04, 5.20], [11.03, 3.26, -2.83], [4.34, -0.19, -5.34], [7.78, 1.29, -4.58], [8.02, 0.47, -3.49], [9.23, -1.13, -2.72], [-4.03, 0.15, 0.54], [0.81, 1.50, -2.66], [-4.36, -5.95, 11.15], [-0.03, -3.57, -3.08], [-4.84, 6.32, -3.04], [-3.60, 7.19, -3.96], [-4.52, -8.58, 2.82], [-1.94, 3.91, 9.03], [-3.99, 3.50, -1.58], [-0.87, 1.67, -3.24], [-4.87, -7.78, 1.27], [8.49, 1.64, -6.60], [9.51, -4.69, -0.71], [-5.56, 4.30, 10.65], [-2.95, 4.91, -1.87], [-1.45, -1.95, 2.51], [-4.32, 2.28, -5.81], [8.40, 3.76, -3.99], [12.33, 4.67, -2.00], [2.48, -0.64, -4.51], [-4.53, -0.57, -1.00], [-0.10, -3.31, -1.33], [2.36, 0.66, -10.02], [7.53, 4.48, -5.18], [-4.53, -5.53, 4.58], [-2.58, 5.55, 8.84], [1.46, -3.63, -2.11], [-1.90, -3.35, 3.51], [1.54, 2.11, 4.49], [-6.82, -2.50, -2.43], [-1.75, -1.75, 4.24], [3.00, 1.05, -4.35], [0.29, 1.27, 3.55], [-4.41, 0.97, 4.94], [-4.50, -1.55, 0.49], [1.23, -0.66, -9.66], [-4.21, 0.20, 6.52], [1.98, 0.72, 3.48], [-3.82, 1.92, 6.32], [13.05, 3.62, -3.25], [-1.64, 4.80, 7.53], [10.08, -0.04, -6.49], [-5.13, 0.75, -5.42], [-0.54, 0.81, -1.72], [-5.16, -2.73, -3.03], [-3.47, 0.73, -6.05], [8.61, -4.41, 0.80], [-6.11, 5.29, 12.02], [-3.63, -7.05, 4.81], [-2.62, 3.82, -0.51], [2.67, -0.43, -8.65], [-5.91, -9.10, 1.85], [11.94, 4.93, -3.71], [-6.47, 5.79, 10.36], [-5.54, -6.83, 10.16], [10.29, -3.84, 0.65], [7.46, 0.55, -2.57], [2.43, 0.43, -5.91], [6.19, 2.07, -6.58], [-6.45, -3.85, -3.51], [-3.84, -7.32, 10.16], [-5.28, 7.19, -4.52], [-4.18, -6.10, 6.22]]
}

---

{
  "formula": "C27H31BF4NO2S",
  "method": "wB97M-V/def2-TZVPD",
  "spin_multiplicity": 1,
  "homo_ev": -11.40,
  "total_charge": 1,
  "elements": ["S", "F", "F", "F", "F", "O", "O", "N", "C", "C", "C", "C", "C", "C", "C", "C", "C", "C", "C", "C", "C", "C", "C", "C", "C", "C", "C", "C", "C", "C", "C", "C", "C", "C", "C", "B", "H", "H", "H", "H", "H", "H", "H", "H", "H", "H", "H", "H", "H", "H", "H", "H", "H", "H", "H", "H", "H", "H", "H", "H", "H", "H", "H", "H", "H", "H", "H"],
  "positions_angstrom": [[-1.86, 1.67, -1.48], [0.19, -4.14, 1.14], [0.93, -0.67, -4.86], [-9.12, 0.80, -0.59], [0.87, 5.11, 1.06], [0.80, 1.52, 1.18], [0.12, -0.35, -0.06], [-1.41, 1.65, 0.25], [2.18, 5.11, 0.70], [4.19, 3.91, 0.27], [2.37, -4.99, 1.40], [3.23, -5.37, 3.62], [2.03, -4.94, 4.16], [1.76, -1.04, -2.70], [1.00, -4.52, 3.33], [-7.30, -0.65, -0.90], [-2.58, 1.24, 1.11], [-5.96, -0.82, -1.24], [-7.07, 1.73, -1.25], [-7.83, 0.63, -0.91], [4.09, -2.05, -3.81], [4.13, 6.30, 0.04], [2.78, -1.49, -1.88], [-5.73, 1.55, -1.57], [4.83, 5.11, -0.03], [2.79, 6.31, 0.40], [1.19, -4.55, 1.96], [-5.18, 0.28, -1.57], [-2.19, 1.18, 2.57], [2.85, 3.91, 0.64], [3.95, -1.99, -2.43], [3.40, -5.40, 2.24], [-0.71, -1.46, 0.37], [1.92, -1.11, -4.07], [3.07, -1.61, -4.64], [-0.12, 0.85, 0.47], [0.85, -0.64, -2.29], [-5.54, -1.82, -1.24], [-0.58, -1.69, 1.42], [4.03, -5.70, 4.27], [2.23, 7.24, 0.45], [5.87, 5.10, -0.32], [-5.13, 2.41, -1.84], [-1.75, -1.32, 0.11], [1.19, 0.97, 1.88], [-7.92, -1.49, -0.64], [-0.38, -2.33, -0.17], [4.73, 2.98, 0.21], [-1.01, 0.75, -1.98], [3.17, -1.65, -5.72], [2.33, 3.00, 0.89], [2.66, -1.45, -0.80], [4.63, 7.24, -0.19], [-1.67, 0.26, 2.83], [5.00, -2.44, -4.24], [-1.53, 2.01, 2.81], [0.05, -4.17, 3.73], [-1.19, 2.62, 0.49], [-7.52, 2.71, -1.25], [4.75, -2.34, -1.79], [1.89, -4.93, 5.23], [-3.04, 0.33, 0.75], [4.33, -5.74, 1.82], [-3.33, 2.01, 1.00], [-3.06, 1.24, 3.19], [-4.14, 0.13, -1.83], [2.49, -5.00, 0.32]]
}